1.
Below is a molecular structure, C11H31KO8, with properties calculated with ωB97M-V/def2-TZVPD.

Values from the calculation:
Multiplicity ... 2
Total charge ... +1
⟨S²⟩ ... 0.76
LUMO level (spin up / spin down) ... -4.16 / -8.83 eV
Gap between HOMO and LUMO (spin up / spin down) ... 8.23 / 3.51 eV

Cartesian coordinates (Å):
K: -3.520 -0.544 1.654
O: -0.803 0.624 1.373
C: 0.044 -0.193 0.692
O: -0.085 -1.440 0.694
O: 0.945 0.452 0.132
H: -0.404 1.457 1.111
C: -1.085 -1.630 4.293
C: 0.191 -2.133 5.048
O: 1.101 -2.708 4.120
H: -0.923 -0.879 3.520
H: -1.892 -1.266 4.929
H: -1.529 -2.494 3.798
H: -0.019 -2.983 5.697
H: 0.755 -1.300 5.467
H: 0.707 -2.431 3.289
C: 0.872 0.819 -4.353
C: 0.023 0.522 -3.167
O: -0.203 1.631 -2.358
H: 0.313 1.299 -5.157
H: 1.435 -0.067 -4.645
H: 1.638 1.532 -4.047
H: 0.632 -0.149 -2.562
H: -0.851 -0.017 -3.534
H: 0.379 1.460 -1.614
C: 0.097 -6.111 -0.658
C: 0.563 -4.592 -0.592
O: -0.594 -3.757 -0.623
H: -0.811 -6.243 -0.070
H: 0.854 -6.795 -0.275
H: -0.101 -6.342 -1.705
H: 1.191 -4.393 -1.460
H: 1.177 -4.463 0.299
H: -0.164 -2.949 -0.335
C: 4.290 3.971 -0.787
C: 3.104 2.969 -0.624
O: 3.699 1.686 -0.384
H: 4.973 3.970 0.062
H: 3.779 4.902 -1.036
H: 4.923 3.759 -1.649
H: 2.532 3.010 -1.551
H: 2.408 3.223 0.176
H: 2.951 1.121 -0.177
C: -2.803 2.964 0.066
C: -3.947 3.367 -0.795
O: -5.148 3.092 -0.138
H: -1.862 3.166 -0.446
H: -2.832 1.897 0.287
H: -2.885 3.625 0.929
H: -4.019 2.791 -1.717
H: -3.880 4.434 -1.007
H: -5.214 2.135 -0.168

Results of the Löwdin charge analysis, in e, for atoms 1 through 6: 0.91, 0.08, -0.65, 0.17, 0.20, 0.12


2.
Below is a molecular structure, C11H32BaN2O5P2, with properties calculated with ωB97M-V/def2-TZVPD.

Values from the calculation:
LUMO level (spin up / spin down) ... 0.01 / -0.05 eV
ΔE to the lowest compared entry with this formula, charge and spin ... 70.4 kcal/mol
Gap between HOMO and LUMO (spin up / spin down) ... 4.30 / 5.30 eV

Cartesian coordinates (Å):
O: -3.514 0.058 -3.709
H: -3.763 0.616 -4.484
Ba: -0.403 -0.614 -0.261
N: 1.368 1.277 0.543
N: -0.959 1.768 -0.421
O: 2.699 1.049 1.100
O: -2.276 1.960 -0.842
C: 1.059 2.578 0.476
C: -0.243 2.846 0.015
C: 1.991 3.685 0.883
C: -0.841 4.219 -0.058
H: 3.028 3.379 0.843
H: 1.772 4.046 1.911
H: 1.857 4.582 0.223
H: -1.930 4.174 -0.055
H: -0.525 4.750 -0.984
H: -0.502 4.858 0.799
H: 2.861 0.104 1.153
H: -2.613 1.203 -1.356
O: -0.927 0.201 2.444
H: -0.064 0.672 2.177
H: -1.528 0.653 1.841
C: -2.106 -0.167 -3.761
H: -1.906 -1.027 -3.101
H: -1.603 0.703 -3.324
H: -1.725 -0.372 -4.795
O: 1.670 -0.331 -1.953
H: 1.871 0.362 -1.299
H: 1.995 -1.137 -1.475
C: 0.839 -3.718 -1.102
P: -0.697 -2.993 -1.842
C: -1.154 -4.442 -2.831
C: -1.904 -2.930 -0.399
C: -1.478 -3.567 0.945
P: -0.058 -2.890 1.916
C: -0.544 -3.772 3.401
C: 1.679 -2.341 2.449
H: 1.485 -3.913 -1.984
H: 1.417 -3.153 -0.332
H: 0.549 -4.695 -0.687
H: -1.156 -5.299 -2.139
H: -2.129 -4.250 -3.319
H: -0.341 -4.520 -3.571
H: -2.377 -1.942 -0.157
H: -2.846 -3.359 -0.791
H: -2.360 -3.411 1.615
H: -1.305 -4.645 0.786
H: -0.171 -4.813 3.301
H: -0.119 -3.299 4.307
H: -1.649 -3.794 3.458
H: 2.192 -3.175 2.973
H: 2.343 -1.989 1.633
H: 1.591 -1.493 3.165

Results of the Löwdin charge analysis, in e, for atoms 1 through 6: -0.14, 0.10, 1.81, -0.19, -0.33, -0.09


3.
Below is a molecular structure, C11H32MnN4O5, with properties calculated with ωB97M-V/def2-TZVPD.

Values from the calculation:
Multiplicity ... 5
Total charge ... +1
⟨S²⟩ ... 6.06
LUMO level (spin up / spin down) ... -3.94 / -4.61 eV
Gap between HOMO and LUMO (spin up / spin down) ... 6.25 / 6.80 eV

Cartesian coordinates (Å):
O: 0.311 3.356 0.832
H: 0.348 4.318 0.958
Mn: 0.115 0.417 -0.247
N: -1.045 -0.440 -1.690
N: 1.206 -1.181 -1.090
O: -2.351 -0.003 -2.025
O: 2.517 -1.625 -0.761
C: -0.514 -1.273 -2.595
C: 0.750 -1.780 -2.196
C: -1.156 -1.600 -3.889
C: 1.537 -2.773 -2.960
H: -2.055 -0.991 -4.028
H: -1.438 -2.661 -3.920
H: -0.470 -1.415 -4.728
H: 2.222 -3.344 -2.324
H: 2.133 -2.287 -3.745
H: 0.861 -3.477 -3.459
H: -2.188 0.988 -2.032
H: 3.015 -0.801 -0.566
O: -0.942 -2.716 0.841
H: -1.437 -3.553 0.769
H: -0.558 -2.561 -0.045
C: 1.343 2.024 -0.988
H: 1.124 3.039 -0.643
H: 1.403 1.919 -2.082
H: 2.295 1.718 -0.531
O: -1.392 2.369 -1.726
H: -1.854 3.088 -2.179
H: -0.425 2.536 -1.849
C: -2.459 -0.017 1.462
N: -1.409 1.023 1.413
C: -1.934 2.331 1.098
C: -0.673 1.126 2.707
C: 0.156 -0.110 2.987
N: 1.154 -0.352 1.918
C: 2.288 0.588 2.067
C: 1.656 -1.722 2.060
H: -2.011 -1.022 1.430
H: -3.103 0.102 0.583
H: -3.058 0.104 2.384
H: -2.484 2.772 1.941
H: -0.852 2.996 0.931
H: -2.479 2.326 0.155
H: -0.035 2.017 2.655
H: -1.404 1.243 3.530
H: 0.685 0.036 3.951
H: -0.481 -0.998 3.067
H: 2.668 0.581 3.106
H: 3.100 0.267 1.399
H: 1.981 1.606 1.790
H: 0.821 -2.419 1.971
H: 2.150 -1.846 3.038
H: 2.367 -1.926 1.256

Results of the Löwdin charge analysis, in e, for atoms 1 through 6: -0.16, 0.07, 0.77, -0.05, -0.02, -0.06


4.
Below is a molecular structure, C11H32N2O5P2Rh, with properties calculated with ωB97M-V/def2-TZVPD.

Values from the calculation:
Multiplicity ... 5
Total charge ... +1
⟨S²⟩ ... 6.02
LUMO level (spin up / spin down) ... -2.13 / -5.41 eV
ΔE to the lowest compared entry with this formula, charge and spin ... 0.0 kcal/mol
Gap between HOMO and LUMO (spin up / spin down) ... 5.32 / 6.46 eV

Cartesian coordinates (Å):
O: 2.897 1.719 -2.011
H: 3.759 2.053 -2.347
Rh: -0.256 -0.146 0.164
N: -2.072 -0.503 -0.773
N: 0.205 -0.444 -1.797
O: -3.362 -0.529 -0.253
O: 1.457 -0.491 -2.380
C: -2.052 -0.881 -2.034
C: -0.748 -0.883 -2.615
C: -3.314 -1.257 -2.705
C: -0.433 -1.378 -3.971
H: -4.149 -0.719 -2.264
H: -3.507 -2.331 -2.588
H: -3.252 -1.034 -3.775
H: 0.604 -1.700 -4.009
H: -0.580 -0.600 -4.726
H: -1.090 -2.212 -4.224
H: -3.298 -0.326 0.709
H: 1.906 0.416 -2.271
O: 0.030 -3.517 0.359
H: -0.944 -3.466 0.291
H: 0.298 -3.563 -0.583
C: 2.026 2.814 -1.679
H: 1.822 2.792 -0.600
H: 1.101 2.634 -2.231
H: 2.459 3.776 -1.991
O: -1.529 2.839 -0.440
H: -2.179 2.494 -1.078
H: -1.855 3.736 -0.233
C: 2.378 1.329 1.733
P: 1.760 -0.203 0.967
C: 3.128 -0.842 0.005
C: 1.551 -1.303 2.421
C: 0.342 -0.865 3.248
P: -0.860 0.106 2.240
C: -2.490 -0.469 2.823
C: -0.867 1.816 2.873
H: 3.278 1.059 2.294
H: 1.683 1.798 2.431
H: 2.660 2.072 0.985
H: 3.947 -1.158 0.658
H: 2.828 -1.688 -0.618
H: 3.492 -0.044 -0.646
H: 1.444 -2.327 2.045
H: 2.482 -1.288 2.995
H: -0.215 -1.742 3.604
H: 0.620 -0.290 4.148
H: -2.540 -0.366 3.918
H: -3.299 0.146 2.399
H: -2.587 -1.529 2.558
H: -0.786 1.812 3.967
H: -0.070 2.430 2.448
H: -1.820 2.250 2.560

Results of the Löwdin charge analysis, in e, for atoms 1 through 6: -0.17, 0.13, 0.72, -0.14, -0.15, -0.04


Number 1: DFT total energy -1639.18687 a.u., largest force on an atom 3.042 eV/A. Number 2: DFT total energy -1631.90896 a.u., largest force on an atom 2.729 eV/A. Number 3: DFT total energy -2184.03739 a.u., largest force on an atom 3.542 eV/A. Number 4: DFT total energy -1716.85059 a.u., largest force on an atom 3.566 eV/A.